1.
Here is a molecular structure, C24H47BGeN6O5PbSi3 from the OMol25 dataset. Energies are from wB97M-V/def2-TZVPD.

HOMO-LUMO gap (alpha / beta)	8.168 / 4.990	eV
energy above the lowest of the compared OMol25 structures with the same formula, charge and spin	29.23	kcal per mole
electronic energy	-4810.5084	Ha
spin multiplicity	2
LUMO level (alpha / beta)	-1.906 / -5.085	eV
maximum force	0.09	eV/Å
charge	+1

```
88
C24H47BGeN6O5PbSi3 | the OMol25 dataset | wB97M-V/def2-TZVPD
Pb -0.872 1.693 -0.736
N -2.732 3.180 -1.446
C -3.136 3.750 -0.144
C -3.269 2.668 0.929
O -3.703 2.974 2.036
N -2.893 1.451 0.501
C -3.141 0.381 1.434
C -1.957 0.071 2.293
O -2.023 -0.365 3.465
O -0.760 0.222 1.823
H -2.550 3.912 -2.122
H -3.472 2.587 -1.806
H -4.088 4.280 -0.192
H -2.375 4.464 0.173
H -3.349 -0.547 0.886
H -3.982 0.596 2.095
O -1.571 -0.683 -3.125
B -1.472 -0.370 -1.768
O -1.685 -1.524 -1.002
C -1.925 -2.541 -1.904
C -2.194 -3.867 -1.656
C -2.395 -4.680 -2.771
C -2.326 -4.168 -4.062
C -2.055 -2.821 -4.296
C -1.857 -2.031 -3.187
H -2.251 -4.253 -0.648
H -2.612 -5.730 -2.629
H -2.491 -4.828 -4.903
H -2.007 -2.413 -5.296
C 3.739 1.065 -6.410
C 2.401 0.972 -7.135
C 1.852 2.356 -7.471
C 1.389 0.132 -6.356
N 1.059 0.694 -5.049
C 0.139 1.597 -4.703
N 0.222 1.808 -3.413
N 1.221 1.007 -2.978
N 1.724 0.339 -3.945
H 4.467 1.588 -7.030
H 4.138 0.077 -6.176
H 3.643 1.617 -5.473
H 2.550 0.427 -8.072
H 1.726 2.960 -6.569
H 0.891 2.297 -7.986
H 2.544 2.890 -8.120
H 1.777 -0.866 -6.163
H 0.454 0.040 -6.910
H -0.561 2.046 -5.386
C -0.810 -3.217 1.909
Si 0.069 -2.777 3.493
C 1.782 -3.513 3.585
C -0.931 -3.207 5.004
Ge 0.135 -0.357 3.472
Si 2.363 0.242 2.135
C 2.121 -0.784 0.603
C 2.316 2.067 1.811
C 3.760 -0.303 3.231
Si 0.023 1.519 5.030
C -0.720 2.915 4.053
C 1.720 1.914 5.703
C -1.094 0.876 6.375
H -0.850 -4.305 1.813
H -0.311 -2.818 1.024
H -1.835 -2.843 1.911
H 1.705 -4.601 3.637
H 2.313 -3.180 4.479
H 2.388 -3.267 2.712
H -1.090 -4.288 5.038
H -1.906 -2.717 4.981
H -0.423 -2.919 5.926
H 1.170 -0.570 0.113
H 2.174 -1.852 0.813
H 2.917 -0.538 -0.108
H 1.392 2.363 1.314
H 3.144 2.307 1.136
H 2.443 2.656 2.719
H 3.719 -1.371 3.441
H 3.768 0.243 4.175
H 4.707 -0.099 2.721
H -0.081 3.217 3.221
H -0.832 3.780 4.713
H -1.709 2.673 3.657
H 2.406 2.273 4.936
H 2.173 1.053 6.198
H 1.623 2.706 6.451
H -2.068 0.595 5.976
H -1.240 1.662 7.121
H -0.662 0.013 6.885
```

2.
Here is 15 unconnected molecules or ions with the total composition C24H47Cl29O4S from the OMol25 dataset. Energies are from wB97M-V/def2-TZVPD.

HOMO-LUMO gap	9.666	eV
electronic energy	-14987.3260	Ha
LUMO level	0.169	eV
maximum force	0.85	eV/Å

```
105
C24H47Cl29O4S | the OMol25 dataset | wB97M-V/def2-TZVPD
C -0.056 1.439 -1.866
C 0.641 2.687 -2.388
C 2.000 2.949 -1.750
O 1.953 2.804 -0.331
C 3.116 2.253 0.287
C 2.943 2.648 1.767
C 3.534 1.760 2.854
C 5.037 1.885 3.083
Cl 5.500 3.538 3.556
C 3.106 0.746 0.031
C 4.459 0.039 0.086
S 5.715 0.843 -0.890
O 5.849 0.134 -2.111
O 6.870 1.055 -0.089
O 5.059 2.218 -1.281
C 4.391 2.925 -0.205
H 0.455 0.535 -2.206
H -1.080 1.392 -2.240
H -0.103 1.419 -0.779
H -0.001 3.567 -2.336
H 0.873 2.521 -3.444
H 2.298 3.973 -1.978
H 2.717 2.261 -2.204
H 3.412 3.629 1.876
H 1.880 2.811 1.934
H 3.278 0.706 2.746
H 3.082 2.080 3.795
H 5.320 1.234 3.908
H 5.652 1.611 2.228
H 2.652 0.507 -0.928
H 2.457 0.311 0.793
H 4.808 -0.137 1.100
H 4.377 -0.925 -0.413
H 5.114 3.075 0.598
H 4.157 3.912 -0.598
C -2.668 -1.672 -4.331
Cl -2.901 -1.793 -2.585
Cl -1.099 -0.962 -4.738
H -2.715 -2.667 -4.756
H -3.447 -1.041 -4.742
C 3.031 7.351 -2.727
Cl 1.422 7.056 -2.065
Cl 4.104 5.965 -2.487
H 2.936 7.520 -3.794
H 3.459 8.215 -2.234
C 2.891 2.041 -6.363
Cl 3.140 3.655 -5.689
Cl 1.358 1.329 -5.830
H 2.871 2.122 -7.443
H 3.699 1.398 -6.042
C -4.302 -3.032 1.050
Cl -5.025 -3.434 -0.513
Cl -2.868 -2.006 0.900
H -5.037 -2.499 1.636
H -4.010 -3.953 1.542
C 1.407 0.584 6.566
Cl 1.963 2.259 6.691
Cl 1.442 0.000 4.897
H 2.060 -0.040 7.163
H 0.387 0.527 6.926
C -2.456 -1.220 7.608
Cl -1.473 -1.693 6.218
Cl -1.519 -0.363 8.840
H -3.243 -0.562 7.261
H -2.878 -2.111 8.056
C -4.784 -1.429 4.603
Cl -5.260 -3.116 4.332
Cl -5.540 -0.329 3.447
H -5.092 -1.144 5.601
H -3.708 -1.361 4.491
C -1.479 6.860 -5.059
Cl -1.100 8.507 -4.526
Cl -0.122 5.751 -4.861
H -2.311 6.493 -4.472
H -1.738 6.893 -6.110
C 0.654 -4.265 8.544
Cl 1.383 -2.909 7.676
Cl -1.107 -4.145 8.665
H 0.894 -5.176 8.010
H 1.061 -4.287 9.547
C -2.812 3.851 -7.682
Cl -3.103 3.902 -5.938
Cl -1.283 4.615 -8.129
H -2.780 2.813 -7.991
H -3.618 4.376 -8.180
C -5.315 -6.705 2.734
Cl -4.576 -6.832 1.129
Cl -4.102 -6.392 3.983
H -6.025 -5.887 2.721
H -5.813 -7.637 2.960
C -4.487 -8.173 -2.249
Cl -4.972 -9.848 -2.538
Cl -5.224 -7.056 -3.404
H -4.803 -7.893 -1.253
H -3.410 -8.105 -2.344
C 6.908 0.320 -7.267
Cl 5.878 -0.994 -6.691
Cl 6.013 1.839 -7.413
H 7.711 0.466 -6.556
H 7.294 0.055 -8.243
C -9.193 -7.700 4.200
Cl -8.512 -7.867 2.578
Cl -7.938 -7.372 5.403
H -9.890 -6.871 4.195
H -9.692 -8.625 4.461
```